Record 1
Formula: C13H39ClILaN3OP3
Source: the Open Molecules 2025 dataset
Level of theory: ωB97M-V/def2-TZVPD

CARTESIAN COORDINATES (ANGSTROEM)
H -1.458 -2.665 2.279
H 2.062 -3.619 -3.103
H -0.916 0.572 -5.283
C -0.626 -0.175 -4.533
H 1.116 4.275 -3.232
H 0.454 -0.037 -4.297
H -1.021 4.772 -1.846
P -0.205 0.170 1.822
C -2.785 0.114 1.117
Cl 2.580 -0.121 -2.187
C 0.969 3.189 -3.280
H 1.394 2.724 3.726
H -0.812 -1.187 -4.913
C -1.219 -1.986 3.122
H -2.098 -1.385 3.383
H 1.466 1.046 4.314
H 1.805 -1.923 2.186
H -1.758 2.632 2.983
H -3.764 0.340 1.571
H 1.248 -5.147 -2.596
C -1.337 3.727 -1.724
H -2.997 2.437 1.740
C 2.283 1.252 1.713
H 1.124 4.613 -0.693
H 0.350 2.924 -4.150
O 0.106 -0.227 0.378
H 2.697 2.269 1.763
H 0.811 -3.180 0.752
H -1.959 -4.199 -1.996
H 1.496 -4.596 -0.115
C -1.189 -4.314 -1.222
H 1.836 -1.036 3.745
La -0.018 -0.300 -1.900
H -0.948 -2.602 3.990
P 0.141 2.659 -1.730
N -1.742 0.777 1.932
H 2.224 3.197 -0.618
H -2.791 0.480 0.068
N -0.079 -1.113 2.843
C 1.295 -3.518 -0.174
C -1.946 2.234 1.979
P 0.201 -3.203 -1.615
H -2.007 3.429 -2.540
H -1.317 2.767 1.246
H 0.854 3.302 0.514
H -1.622 -4.035 -0.252
H -0.115 1.851 4.055
H -0.834 -5.352 -1.193
H -1.878 3.611 -0.777
C 1.097 -4.111 -2.920
H 1.937 2.676 -3.368
C 1.184 3.532 -0.510
H -2.667 -0.976 1.106
H 2.286 0.924 0.665
H 0.507 -4.082 -3.847
C 1.240 -1.701 3.105
N 0.911 1.308 2.265
C 0.905 1.745 3.671
H 1.080 -2.635 3.652
H 2.238 -2.968 -0.297
H 2.930 0.590 2.311
I -2.720 0.256 -3.085

highest occupied orbital energy (alpha / beta)	-14.69 / -14.69	eV
total charge	+2
spin multiplicity	1
frontier orbital gap (alpha / beta)	5.8701 / 5.8696	eV
E	-2571.38575	a.u.

Record 2
Formula: C25H50Cl4O21
Source: the Open Molecules 2025 dataset
Level of theory: ωB97M-V/def2-TZVPD

CARTESIAN COORDINATES (ANGSTROEM)
O 8.374 7.220 10.790
H -0.652 1.910 23.317
Cl 10.178 2.395 19.380
C 19.213 8.436 20.229
H 15.651 -3.810 14.016
H 5.004 1.098 24.677
H 2.686 -6.252 20.840
H 18.540 9.086 19.670
Cl 6.208 7.364 19.496
H -1.159 1.986 24.907
H 13.015 -3.703 23.787
H 11.246 -3.197 11.480
C 5.044 -5.714 18.526
O 5.234 -6.516 17.496
H 9.620 7.073 8.369
O 3.951 -6.227 19.236
O 18.677 7.122 20.468
H 9.016 9.740 19.889
O 13.903 -1.426 12.920
H 6.104 4.816 12.440
H 12.163 -3.249 22.255
H 4.529 2.246 23.399
H 7.316 -6.278 16.934
H 6.682 6.435 12.523
C 11.219 -2.417 12.240
H 6.055 -5.358 16.061
H 12.345 3.156 26.152
C 4.222 1.368 23.967
C 7.377 8.334 20.285
C 17.674 4.202 18.847
H 10.183 -2.243 12.531
O 5.513 -4.618 18.691
C 9.421 2.169 16.676
H 4.125 -5.288 21.098
H 15.670 -2.220 14.525
H 5.313 5.828 11.340
O 2.003 2.484 22.922
H 15.393 -3.542 15.733
H 10.714 6.386 9.423
O 12.038 -2.785 13.359
O 0.899 1.811 24.704
H 11.924 -4.784 23.084
C 16.673 -6.077 21.576
C 15.160 -3.159 14.739
O 10.433 0.188 28.529
H 8.701 8.493 18.620
C 14.736 -4.681 22.010
H 4.003 0.527 23.308
C 11.641 0.675 28.332
H 19.354 8.910 21.200
H 9.290 1.485 15.838
H 2.885 -4.668 20.038
O 17.811 6.951 18.299
H 8.507 2.743 16.825
C 18.113 6.465 19.408
H 11.654 -1.510 11.819
H 16.788 -7.161 21.566
C 8.234 6.064 10.473
H 9.218 -0.660 29.978
O 15.277 -5.815 21.606
H 18.494 3.711 18.324
H 6.279 -7.133 15.869
H 10.381 5.479 7.901
H 10.808 0.833 17.774
H 10.164 -1.832 29.108
O 11.516 1.633 27.374
H 10.911 -0.783 30.347
O 15.423 -3.671 22.181
H 17.238 3.466 19.522
H 6.735 9.037 20.816
C 9.880 1.382 17.933
H 9.182 0.571 18.143
H 20.212 8.350 19.802
Cl 10.748 3.268 16.302
C 6.280 5.699 11.827
O 17.988 5.227 19.791
H 7.859 7.731 21.054
H 13.236 2.693 27.637
H 17.087 -5.698 20.642
O 8.854 5.467 9.405
O 13.764 -3.165 14.499
C 8.261 9.153 19.366
O 12.688 0.273 28.874
H 13.302 1.604 26.353
O 13.423 -4.861 21.970
C 1.971 1.978 24.009
C 6.290 -6.295 16.566
C 12.670 -4.038 22.809
Cl 7.249 10.304 18.401
C 12.628 2.332 26.806
C -0.335 2.319 24.277
C 13.321 -2.355 13.583
H 17.220 -5.709 22.444
H 16.893 4.461 18.132
C 9.956 6.090 8.698
C 10.196 -0.826 29.525
O 3.032 1.535 24.696
H -0.430 3.402 24.211
C 3.391 -5.583 20.347
O 7.176 5.239 10.846

highest occupied orbital energy	-10.54	eV
total charge	0
energy above the lowest of the compared OMol25 structures with the same formula, charge and spin	326.54	kJ/mol
spin multiplicity	1
frontier orbital gap	10.7395	eV
E	-4403.27097	a.u.

Record 3
Formula: C49H36BrF4MgN2OPSi
Source: the Open Molecules 2025 dataset
Level of theory: ωB97M-V/def2-TZVPD

CARTESIAN COORDINATES (ANGSTROEM)
H 1.373 -5.260 1.701
H 4.357 0.204 -4.912
H -0.569 0.500 2.855
C 3.796 -0.014 2.150
C -3.306 -4.842 -2.457
H 0.917 -4.729 -2.166
H 4.225 -2.184 -5.566
C 2.958 -0.094 -0.433
C -0.296 -4.597 4.580
H -1.731 -3.017 4.838
C 0.057 2.575 -4.707
H -2.828 0.260 -1.995
C 0.212 4.845 -4.019
H 5.117 -3.472 0.126
C 0.150 3.911 -5.022
C 4.242 -4.518 -1.535
H 1.146 -6.084 4.015
C 1.082 -1.766 -4.360
H -1.928 -5.196 0.627
H 2.114 -3.433 -5.226
C 2.183 -2.391 -4.933
O 0.145 0.372 2.219
C -5.235 0.407 0.128
H 2.583 -0.161 -1.445
C 0.694 -4.756 2.385
Si 0.121 -2.932 0.173
H -5.338 -1.737 0.080
C 1.394 0.142 2.875
H -0.875 -2.488 -2.514
C 4.197 -3.744 -0.381
H -3.189 -1.227 -6.694
C 0.118 3.090 -2.398
H 5.017 -0.237 -1.000
C -3.315 -1.031 0.328
H 1.628 0.956 3.556
H 2.416 1.314 -3.888
C -2.491 -3.827 -2.949
H -4.823 2.510 0.228
C 3.442 -0.355 -4.753
C 3.366 -1.691 -5.127
C 2.972 -3.314 0.120
H -2.936 -2.047 0.343
C -3.112 -0.891 -5.664
C 4.737 -0.107 1.140
C -2.905 -0.045 -3.032
H -0.986 -0.665 -5.765
C -3.098 -5.327 -1.170
C 2.343 0.269 -4.175
C 1.832 -4.437 -1.659
C 0.019 2.115 -3.398
H -2.655 -3.429 -3.946
F 0.298 6.120 -4.315
P -0.188 0.323 -2.977
H 4.092 0.011 3.191
C -4.687 -0.874 0.177
Br 0.196 2.666 -0.559
H -3.741 -6.110 -0.779
C 0.201 4.433 -2.707
C -1.753 -0.134 -3.819
H -5.035 -0.288 -2.933
H -5.225 -1.035 -5.295
H -4.104 -5.246 -3.071
H 5.195 -4.856 -1.930
H -0.392 -4.961 5.597
C -6.662 0.590 -0.056
C 4.312 -0.146 -0.179
H -2.416 2.219 0.484
F 0.182 4.302 -6.282
H 1.364 -0.788 3.444
C -1.040 -3.501 4.156
C 3.056 -4.869 -2.168
H 3.081 -5.493 -3.056
F 0.287 5.359 -1.760
N 2.037 0.012 0.538
C -2.075 -4.807 -0.378
Mg -0.303 -0.426 0.282
C 1.150 -0.428 -3.973
C -4.256 -0.781 -4.879
C 2.455 0.049 1.807
H 2.958 -2.720 1.036
H -1.501 -2.177 2.533
C -4.397 1.514 0.256
C 0.570 -5.224 3.691
C -1.866 -0.568 -5.141
C -3.029 1.326 0.404
C -0.036 -3.648 1.933
C 1.758 -3.641 -0.506
C -1.243 -3.784 -0.849
C -1.483 -3.309 -2.145
N -7.796 0.734 -0.203
H 5.792 -0.158 1.381
H 0.169 -2.332 -4.212
C -4.153 -0.358 -3.562
C -0.903 -3.031 2.851
F 0.020 1.736 -5.735
C -2.422 0.054 0.431

highest occupied orbital energy	-7.09	eV
total charge	0
energy above the lowest of the compared OMol25 structures with the same formula, charge and spin	18.24	kJ/mol
spin multiplicity	1
frontier orbital gap	7.0092	eV
E	-5878.02657	a.u.

Record 4
Formula: C27H38N8O2PdSSe
Source: the Open Molecules 2025 dataset
Level of theory: ωB97M-V/def2-TZVPD

CARTESIAN COORDINATES (ANGSTROEM)
C -3.004 3.593 -1.029
S 2.096 1.715 -0.644
C -0.665 0.695 -4.531
N 2.220 -3.558 -0.958
C 2.474 -1.514 0.985
H 3.811 -0.229 -2.074
H 0.281 -2.336 2.092
H -2.677 -2.569 -0.436
N 1.199 -1.759 0.316
C -2.922 2.425 -1.965
H 0.183 0.680 -3.848
H -4.857 -1.764 -2.250
N 3.277 -2.752 1.088
H -3.903 -1.346 -0.057
C -2.953 -0.302 -4.617
N 2.020 1.984 -3.336
C -2.372 4.439 2.630
H 0.486 -2.481 -1.506
C -3.373 5.974 -0.697
H 2.275 -1.145 1.990
C 2.528 1.399 -2.207
H 2.026 -5.447 -0.079
H 2.240 1.661 -5.453
H -2.425 5.407 3.135
H -3.064 6.675 1.302
H -3.034 3.732 3.131
C -1.722 -0.365 -2.475
H 2.293 -3.322 2.841
N -0.593 -0.095 -1.830
H 4.053 -4.209 -0.197
H -0.368 0.226 -5.476
O 0.607 -0.457 3.547
Pd -0.236 0.470 0.024
Se -2.431 1.701 1.107
H -4.956 -1.110 -4.651
O 0.487 1.018 2.040
H 0.506 -4.705 -0.637
H -3.742 1.724 -1.794
H 4.050 -2.552 -0.840
C -2.891 -1.036 -1.931
H 1.394 3.961 -3.033
C 0.453 -2.747 1.100
C 2.484 -3.727 1.845
H -2.195 -0.949 0.103
C 2.551 1.385 -4.461
H 4.039 -0.225 -4.628
H 3.040 -0.762 0.433
H -2.003 1.867 -1.776
H -4.708 7.669 -0.829
C 1.442 -2.300 -1.013
C -2.739 4.564 1.178
H -0.927 1.739 -4.740
C -2.915 -1.500 -0.496
C -3.060 5.806 0.647
N 1.201 -4.019 1.207
N 3.449 0.491 -2.673
C -4.065 -0.926 -4.061
H -1.363 4.031 2.724
C 0.978 2.980 -3.275
N 0.646 0.746 3.245
C -2.733 3.426 0.346
H 1.989 -1.569 -1.610
C 1.460 -4.510 -0.143
H 3.059 -4.657 1.934
C -4.000 -1.281 -2.716
H -0.500 -2.945 0.609
C 3.422 0.446 -4.059
C -3.327 4.856 -1.518
C -3.747 7.334 -1.232
C -1.817 -0.031 -3.884
H -2.984 -0.001 -5.664
C 3.474 -3.280 -0.258
H -3.551 4.966 -2.577
H 0.280 2.701 -2.484
H -2.999 8.084 -0.959
H -2.940 2.743 -3.011
H 0.457 3.020 -4.228
H -3.829 7.320 -2.320

highest occupied orbital energy (alpha / beta)	-0.16 / -0.18	eV
total charge	-2
spin multiplicity	1
frontier orbital gap (alpha / beta)	4.4631 / 4.4802	eV
E	-4567.57347	a.u.

Record 5
Formula: C5H11FeO3
Source: the Open Molecules 2025 dataset
Level of theory: ωB97M-V/def2-TZVPD

CARTESIAN COORDINATES (ANGSTROEM)
H -3.737 0.842 1.928
H -1.464 1.601 -0.777
O 1.552 1.924 0.589
H 2.558 1.098 -1.023
C 0.381 2.395 -0.065
C -0.536 1.213 -0.326
H -3.125 1.809 0.526
C -1.363 1.040 1.968
Fe 1.084 0.846 2.286
H -0.068 3.137 0.610
C -3.197 0.780 0.952
O -0.759 0.420 0.813
H 3.547 1.485 0.425
H -0.068 0.523 -1.043
C 2.719 1.819 -0.209
H 2.960 2.814 -0.608
H -1.681 0.260 2.678
H 0.578 2.921 -1.010
H -1.456 2.139 2.039
O -3.554 -0.152 0.162

highest occupied orbital energy (alpha / beta)	-11.49 / -13.04	eV
total charge	+1
energy above the lowest of the compared OMol25 structures with the same formula, charge and spin	95.25	kJ/mol
spin multiplicity	7
frontier orbital gap (alpha / beta)	8.0065 / 7.0078	eV
E	-1686.01189	a.u.

- What is the formula in the first record?
  C13H39ClILaN3OP3